1.
96
Properties=species:S:1:pos:R:3:lowdin_charge:R:1 method="wB97M-V/def2-TZVPD" charge=+2 homo_ev="-13.04 / -13.03" homo_lumo_gap_ev="6.19 / 6.16" de_lowest_kj_mol=0.0
Mo 1.74863 0.60265 -0.04516 1.7006
Cl 3.41313 -5.42557 -2.69493 0.7416
C 2.75943 -3.84945 -2.52042 -0.6660
C 3.24457 -3.03893 -1.50530 -0.0300
C 2.70434 -1.77176 -1.35533 -0.2282
N 3.04436 -0.80694 -0.38536 -0.0746
C 4.27608 -0.77911 0.25916 -0.4228
O 4.95546 -1.72894 0.54682 0.1408
C 4.67640 0.63263 0.57902 -0.1808
C 5.92198 0.91711 1.09326 0.0467
C 6.27193 2.25006 1.26260 0.0101
C 5.35593 3.22921 0.90877 -0.0060
C 4.11227 2.85122 0.43244 -0.0960
N 3.76053 1.56962 0.28012 -0.0148
C 1.70288 -1.30220 -2.21339 -0.1946
C 1.22215 -2.11608 -3.22976 -0.0150
C 1.75041 -3.39010 -3.37551 -0.6579
Cl 1.14306 -4.39310 -4.62795 0.7324
N 1.31292 0.01829 -1.88668 -0.0545
C 0.69170 0.85050 -2.80420 -0.4053
O 0.27982 0.54898 -3.89413 0.1314
C 0.61129 2.25760 -2.29228 -0.1899
C 0.16475 3.27970 -3.10322 0.0112
C 0.14875 4.56864 -2.59479 -0.0039
C 0.56320 4.77628 -1.28721 -0.0260
C 1.00010 3.69748 -0.54452 -0.1618
N 1.04068 2.45008 -1.03481 -0.0196
H 4.01835 -3.40158 -0.84675 0.1126
H 6.59370 0.10092 1.32081 0.1394
H 7.24547 2.52068 1.64823 0.1323
H 5.59541 4.27912 0.99842 0.1263
H 3.38578 3.59712 0.14842 0.0944
H 0.45738 -1.78015 -3.90976 0.0962
H -0.14921 3.04101 -4.10988 0.1318
H -0.18530 5.39785 -3.20378 0.1346
H 0.55381 5.76175 -0.84356 0.1288
H 1.32492 3.82924 0.47811 0.0940
N 1.60134 1.33040 2.18089 0.0123
C 0.33346 1.48587 2.87395 -0.3127
C -0.03544 0.55892 3.83468 -0.0269
C -1.28394 0.65178 4.43527 -0.0508
C -2.15610 1.67225 4.08532 -0.0589
C -1.76940 2.61341 3.14108 -0.0622
C -0.52546 2.52124 2.53375 -0.0634
H 2.12572 0.57063 2.63627 0.0708
H 2.15500 2.17569 2.29395 0.1020
H 0.65006 -0.22967 4.11607 0.1018
H -1.56665 -0.06979 5.19053 0.1190
H -3.12502 1.74596 4.55974 0.1175
H -2.43621 3.42206 2.87368 0.1154
H -0.24002 3.25195 1.78939 0.0832
Cl -2.47057 -3.11303 -4.97439 0.7228
C -2.90663 -2.51797 -3.41495 -0.6465
C -2.37767 -1.31569 -2.96940 -0.0840
C -2.73815 -0.84304 -1.72134 -0.0252
C -3.63228 -1.53235 -0.90718 -0.1832
C -4.01297 -1.00368 0.46190 -0.2972
C -3.13995 -1.61054 1.55763 -0.0270
N -1.71725 -1.50331 1.23063 -0.0123
C -0.87589 -2.56996 1.00048 0.0067
C 0.31764 -2.05154 0.63926 -0.0874
N 0.21920 -0.66623 0.65164 -0.0656
C -1.03644 -0.38198 1.01312 -0.1228
O -3.86352 0.39642 0.59293 -0.1372
C -4.91562 1.18657 0.02735 -0.1222
C -4.62455 1.59404 -1.38469 -0.3269
C -3.55976 2.36868 -1.72232 -0.9565
Cl -2.40775 3.00814 -0.60965 0.7348
S -3.39323 2.59161 -3.41090 1.0191
C -4.80147 1.65963 -3.69911 -0.3706
C -5.34719 1.19388 -2.54588 -0.1179
C -4.12829 -2.74432 -1.37957 -0.5702
Cl -5.20477 -3.69039 -0.39547 0.7556
C -3.77917 -3.24570 -2.62401 -0.1053
H -1.71274 -0.74925 -3.60695 0.0889
H -2.35022 0.10928 -1.38159 0.0958
H -5.04639 -1.28662 0.68610 0.1330
H -3.36272 -2.66916 1.67243 0.1269
H -3.33185 -1.09502 2.49774 0.1411
H -1.19974 -3.58996 1.11316 0.1442
H 1.22719 -2.56508 0.39000 0.1025
H -1.47893 0.59860 1.08832 0.1202
H -4.99069 2.06777 0.66506 0.1327
H -5.86374 0.64598 0.08106 0.1398
H -5.14914 1.51380 -4.70887 0.0820
H -6.23798 0.58250 -2.51393 0.1270
H -4.18564 -4.18608 -2.96797 0.1154
C 2.73652 -3.70950 3.13466 -0.0597
C 2.19971 -2.36245 3.56304 -0.2889
O 2.83078 -1.28492 2.83965 -0.1289
H 2.23411 -4.50707 3.68155 0.0904
H 3.80532 -3.78999 3.34327 0.0897
H 2.58261 -3.87235 2.06669 0.0703
H 2.34282 -2.20992 4.63568 0.1217
H 1.13516 -2.28588 3.34147 0.0901
H 3.76739 -1.50848 2.77127 0.0804



2.
156
Properties=species:S:1:pos:R:3:lowdin_charge:R:1 method="wB97M-V/def2-TZVPD" homo_ev=-8.26 homo_lumo_gap_ev=8.36 de_lowest_kj_mol=646.4
C 4.08130 17.45551 17.58139 -0.3555
O 4.72422 18.46192 17.75437 0.0330
N 4.58298 16.19454 17.61386 -0.1873
C 3.69432 15.06146 17.41128 -0.0764
C 6.00436 16.00881 17.91736 -0.0188
H 2.98885 17.46744 17.39925 0.1364
H 4.22943 14.15339 17.14502 0.0614
H 3.09364 15.30770 16.52985 0.0802
H 3.05328 14.86586 18.27175 0.0905
H 6.56436 16.90219 17.67104 0.0760
H 6.11684 15.80548 18.98540 0.0962
H 6.32910 15.13484 17.35292 0.0761
C 5.18422 18.53913 13.69940 -0.3605
O 5.80460 19.58361 13.79742 0.0061
N 3.91104 18.45552 13.27533 -0.1760
C 3.26994 17.17833 13.01656 -0.0480
C 3.15792 19.66688 12.98393 -0.0309
H 5.64488 17.56410 13.94241 0.1271
H 3.44233 16.82336 11.99960 0.0683
H 2.20750 17.25288 13.24864 0.0894
H 3.62531 16.36696 13.66103 0.0690
H 3.79423 20.43656 12.56225 0.0861
H 2.31082 19.40978 12.35404 0.0857
H 2.72519 20.04290 13.91923 0.0962
C 12.28074 20.44983 20.48847 -0.3194
O 11.68800 19.66300 19.76918 0.0071
N 11.97978 21.74374 20.71506 -0.1783
C 10.90099 22.40734 20.04534 -0.0518
C 12.65196 22.49687 21.74971 -0.0513
H 13.12002 20.10760 21.12100 0.1389
H 10.26407 21.69906 19.52083 0.0863
H 11.31967 23.14120 19.35323 0.0721
H 10.30431 22.96177 20.77658 0.0953
H 12.85345 23.49697 21.35804 0.0937
H 12.03451 22.59528 22.65106 0.0885
H 13.59593 22.05909 22.06518 0.0896
C 5.48645 17.30438 10.39620 -0.3604
O 4.47822 16.90070 9.83242 -0.0091
N 6.45667 16.47407 10.80194 -0.1718
C 7.56169 16.84832 11.66376 -0.0624
C 6.45010 15.11236 10.28549 -0.0360
H 5.68762 18.37042 10.58214 0.1444
H 7.56628 16.20336 12.55231 0.0544
H 7.40470 17.84059 12.09277 0.0831
H 8.51151 16.74116 11.14491 0.0721
H 7.42160 14.66387 10.47218 0.0839
H 5.67449 14.52587 10.78738 0.0867
H 6.21141 15.10509 9.22343 0.0909
C 5.76193 14.33414 14.49824 -0.3377
O 6.71618 14.99747 14.14012 -0.0081
N 5.66192 12.99999 14.34817 -0.1750
C 6.80297 12.28148 13.78138 -0.0228
C 4.45951 12.26384 14.67892 -0.0499
H 4.96886 14.78093 15.12240 0.1103
H 7.72883 12.58575 14.25953 0.0901
H 6.84508 12.48376 12.70951 0.0885
H 6.63527 11.21800 13.92699 0.0848
H 4.72224 11.28173 15.07585 0.0892
H 3.86423 12.73958 15.45699 0.0704
H 3.82309 12.09944 13.80457 0.0941
C 12.85336 20.68622 13.28243 -0.3534
O 14.04668 20.57125 13.13296 0.0255
N 11.92496 20.39824 12.33714 -0.2028
C 10.53282 20.79407 12.53173 -0.0468
C 12.27943 19.77956 11.08710 -0.0600
H 12.40882 20.98941 14.23946 0.1102
H 10.32475 21.68785 11.93660 0.0925
H 10.38469 21.03979 13.58135 0.0520
H 9.87680 19.99099 12.19106 0.0778
H 13.31709 20.00348 10.83304 0.0886
H 12.16543 18.69100 11.12095 0.0753
H 11.72198 20.18794 10.24067 0.0884
C 9.38551 22.89375 16.31092 -0.3301
O 10.10517 22.52779 15.39975 -0.0019
N 9.58676 24.00755 17.05913 -0.1816
C 8.58865 24.28224 18.10934 -0.0354
C 10.56553 25.00496 16.71592 -0.0617
H 8.51788 22.32491 16.67500 0.1213
H 8.80868 25.27101 18.50522 0.0888
H 8.75634 23.53687 18.88541 0.0562
H 7.56955 24.21666 17.73875 0.0914
H 11.35397 24.56221 16.11324 0.0809
H 10.11248 25.84673 16.17664 0.0940
H 11.04693 25.45078 17.59152 0.0900
C 13.53030 22.91358 17.91554 -0.3738
O 14.28094 23.76836 18.34471 0.0028
N 13.79367 21.59572 17.80921 -0.1619
C 12.86166 20.75329 17.05763 -0.0248
C 15.10719 21.04374 18.09899 -0.0217
H 12.48581 23.08007 17.59112 0.1051
H 12.95379 19.73500 17.42665 0.0633
H 13.08322 20.80819 15.99630 0.0698
H 11.84478 21.10574 17.23155 0.0739
H 14.97953 20.11111 18.65236 0.0466
H 15.63816 20.78725 17.17399 0.1008
H 15.70545 21.76639 18.64316 0.0866
C 7.35329 20.42185 19.58217 -0.3227
O 7.14431 20.94629 18.49448 -0.0167
N 7.02647 20.96107 20.77005 -0.1856
C 6.17358 22.12698 20.82811 -0.0429
C 7.38627 20.29769 22.01102 -0.0509
H 7.87908 19.46217 19.64388 0.1150
H 5.13223 21.80754 20.93281 0.0968
H 6.39753 22.77137 19.99267 0.0712
H 6.36748 22.67134 21.75832 0.0821
H 8.27199 19.70100 21.83265 0.0528
H 7.71525 21.09847 22.68851 0.0847
H 6.55831 19.78646 22.50116 0.0923
C 12.09483 17.34570 13.95913 -0.3283
O 12.87000 17.64348 14.83853 0.0368
N 11.65232 16.08961 13.69866 -0.1892
C 11.89270 15.02881 14.64554 -0.0306
C 10.80588 15.79033 12.57683 -0.0779
H 11.59032 18.08040 13.30459 0.1192
H 12.11656 14.11230 14.09576 0.0919
H 10.96598 14.83692 15.20018 0.0824
H 12.67876 15.33280 15.32389 0.0623
H 9.92694 15.21556 12.88696 0.0843
H 10.44220 16.65188 12.02010 0.0626
H 11.34992 15.20083 11.82549 0.0954
C 9.87618 17.31834 20.60896 -0.3224
O 8.74551 17.75814 20.76111 -0.0257
N 10.83065 17.21313 21.55171 -0.1789
C 10.61498 17.74343 22.87698 -0.0398
C 12.03190 16.44897 21.31038 -0.0487
H 10.17141 16.90042 19.63874 0.1186
H 10.76358 16.98064 23.64798 0.0907
H 9.58033 18.06512 22.96660 0.0744
H 11.30071 18.57015 23.08080 0.0882
H 12.85922 16.96069 21.80780 0.0978
H 11.99170 15.41689 21.67480 0.0923
H 12.23468 16.43343 20.24350 0.0647
C 10.19665 18.29299 17.26703 -0.3293
O 10.98976 17.41845 17.55339 -0.0096
N 9.21906 18.23054 16.34420 -0.1468
C 8.51595 19.38170 15.84848 -0.0449
C 8.97191 17.02338 15.58637 -0.0398
H 10.18068 19.28724 17.74944 0.1275
H 8.83893 20.28730 16.35369 0.0542
H 7.43165 19.28720 15.94238 0.0842
H 8.67531 19.54854 14.77599 0.0839
H 9.22330 17.14707 14.52561 0.0796
H 9.50333 16.18396 16.02827 0.0781
H 7.90758 16.76626 15.57648 0.0655
C 14.27358 17.63936 18.93899 -0.3118
O 14.97810 18.36271 19.62713 -0.0098
N 14.30295 16.27630 18.96050 -0.1934
C 13.62015 15.55855 17.91026 -0.0769
C 15.14387 15.49935 19.84463 -0.0468
H 13.45975 18.01702 18.30137 0.1153
H 12.60412 15.22867 18.12978 0.0838
H 14.23819 14.71755 17.57781 0.0902
H 13.58776 16.14089 16.98493 0.0653
H 14.52896 14.91657 20.53874 0.0835
H 15.74672 14.78394 19.28069 0.0850
H 15.81120 16.16154 20.39057 0.0866



3.
10
Properties=species:S:1:pos:R:3:nbo_charge:R:1 method="wB97M-V/def2-TZVPD" homo_ev="-8.14 / -7.11" homo_lumo_gap_ev="8.13 / 7.49" de_lowest_kj_mol=403.2
B 0.74919 0.47016 0.03434 0.9482
C -1.28158 -1.74059 -0.53803 -0.6391
N 0.18056 1.71985 0.15247 -1.1976
O 1.95043 0.05093 0.42514 -0.9402
H -1.80181 -1.86193 0.38889 0.1701
H -0.36126 -2.33923 -0.69441 0.1831
H -1.77646 -1.38999 -1.37798 0.1631
H -0.92490 1.87768 0.13510 0.4308
H 0.73212 2.59946 0.45599 0.3898
H 2.53370 0.61365 1.01849 0.4917



4.
15
Properties=species:S:1:pos:R:3:nbo_charge:R:1 method="wB97M-V/def2-TZVPD" homo_ev=-8.66 homo_lumo_gap_ev=9.60 de_lowest_kj_mol=410.6
C 0.02424 -1.82156 -1.06010 -0.6740
C 0.32523 -0.35783 -0.68922 0.0880
C 1.46574 0.09277 -1.39534 0.1549
F 2.12126 -0.69931 -2.26434 -0.3287
N -0.50625 0.26875 0.25105 -0.5275
C -0.05111 0.90145 1.24282 0.2692
N -0.91068 1.48838 2.20966 -0.3126
O -2.22400 1.59523 1.67432 -0.5825
H -0.18987 -2.42237 -0.11949 0.2172
H 1.08352 -2.18486 -1.54152 0.2440
H -0.82854 -2.12250 -1.80726 0.2340
H 1.69745 1.14696 -1.44544 0.1724
H 1.05433 0.88571 1.51886 0.1748
H -0.72121 2.46717 2.37552 0.3757
H -2.34010 0.76201 1.05049 0.4950